{"formula": "C3H7NO2", "method": "ωB97M-V with the def2-TZVPD basis set", "species": ["N", "C", "O", "C", "C", "O", "H", "H", "H", "H", "H", "H", "H"], "positions_angstrom": [[0.586, 0.189, 2.187], [0.210, 0.692, 0.968], [0.311, 1.868, 0.706], [-0.380, -0.351, 0.029], [-0.437, 0.125, -1.427], [-0.527, -0.977, -2.316], [1.007, 0.818, 2.854], [0.809, -0.775, 2.362], [-1.369, -0.601, 0.412], [0.287, -1.212, 0.062], [0.464, 0.720, -1.637], [-1.317, 0.734, -1.598], [0.356, -1.231, -2.601]], "de_lowest_kcal_mol": 16.3, "smiles": "NC(=O)CCO", "orbital_gap_ha": 0.392, "total_charge": 0}

***

{"formula": "C3H7NO2", "method": "ωB97M-V with the def2-TZVPD basis set", "species": ["C", "O", "C", "O", "C", "N", "H", "H", "H", "H", "H", "H", "H"], "positions_angstrom": [[2.035, 0.468, 0.078], [0.966, -0.335, 0.594], [-0.021, -0.518, -0.273], [0.064, -0.182, -1.447], [-1.361, -0.850, 0.320], [-1.959, 0.425, -0.090], [2.786, 0.476, 0.863], [1.668, 1.481, -0.121], [2.428, 0.047, -0.849], [-1.335, -1.038, 1.401], [-1.870, -1.689, -0.172], [-1.989, 1.093, 0.676], [-1.413, 0.622, -0.978]], "de_lowest_kcal_mol": 43.0, "smiles": "COC(=O)CN", "orbital_gap_ha": 0.369, "total_charge": 0}

***

{"formula": "C3H7NO2P", "method": "ωB97M-V with the def2-TZVPD basis set", "species": ["C", "C", "C", "N", "O", "O", "P", "H", "H", "H", "H", "H", "H", "H"], "positions_angstrom": [[1.586, -0.198, 0.628], [-0.011, 1.612, 0.816], [-1.429, -1.286, -1.275], [0.702, 0.848, -0.121], [0.824, -1.397, 0.431], [-1.006, 0.688, 1.309], [-0.360, -0.466, -0.139], [2.537, -0.164, 0.041], [1.777, 0.038, 1.688], [0.586, 2.212, 1.472], [-0.448, 2.288, 0.063], [-0.942, -2.164, -1.894], [-1.437, -0.492, -2.062], [-2.380, -1.519, -0.956]], "de_lowest_kcal_mol": 60.5, "orbital_gap_ha": 0.379, "total_charge": 1}

***

{"formula": "C3H7NO2S", "method": "ωB97M-V with the def2-TZVPD basis set", "species": ["N", "C", "C", "S", "C", "O", "O", "H", "H", "H", "H", "H", "H", "H"], "positions_angstrom": [[0.290, -0.796, -1.472], [-0.134, 0.276, -0.654], [0.601, 0.522, 0.710], [2.343, 0.064, 0.786], [-1.589, 0.027, -0.239], [-2.141, -1.035, -0.273], [-2.177, 1.137, 0.250], [0.275, -1.743, -1.140], [1.093, -0.603, -2.043], [-0.182, 1.193, -1.220], [0.086, 0.008, 1.523], [0.470, 1.570, 0.964], [2.145, -1.119, 0.204], [-3.008, 0.865, 0.668]], "de_lowest_kcal_mol": 14.0, "smiles": "N[C@H](CS)C(=O)O", "orbital_gap_ha": 0.366, "total_charge": 0}

***

{"formula": "C3H7NO2S", "method": "ωB97M-V with the def2-TZVPD basis set", "species": ["C", "C", "S", "N", "C", "O", "O", "H", "H", "H", "H", "H", "H", "H"], "positions_angstrom": [[1.062, 0.078, -0.219], [-0.066, 0.172, -1.327], [1.467, 2.797, -1.289], [0.263, -1.161, -0.759], [-1.491, -1.656, 2.114], [-0.218, -1.387, 2.163], [-2.091, -1.635, 0.984], [0.868, 0.441, 0.836], [2.144, 0.187, -0.557], [0.421, 0.316, -2.250], [-0.849, 0.726, -0.980], [1.184, 4.129, -1.671], [-0.577, -1.569, -0.126], [-2.117, -1.438, 3.081]], "de_lowest_kcal_mol": 217.0, "orbital_gap_ha": 0.125, "total_charge": 0}

***

{"formula": "C3H7NO2S", "method": "ωB97M-V with the def2-TZVPD basis set", "species": ["C", "C", "C", "N", "O", "O", "S", "H", "H", "H", "H", "H", "H", "H"], "positions_angstrom": [[-0.364, 0.347, 0.981], [-1.231, 1.282, -0.225], [0.310, -1.436, -0.536], [0.595, -0.382, 0.354], [2.957, -0.492, -0.572], [-0.596, 2.289, -0.724], [2.185, 0.268, 0.436], [0.172, 0.973, 1.646], [-1.099, -0.099, 1.537], [-1.652, 0.529, -1.018], [-2.028, 1.684, 0.453], [1.269, -1.541, -1.115], [-0.110, -2.259, -0.019], [-0.408, -1.163, -1.198]], "de_lowest_kcal_mol": 122.3, "orbital_gap_ha": [0.301, 0.247], "total_charge": 0}

***

{"formula": "C3H7NO2S", "method": "ωB97M-V with the def2-TZVPD basis set", "species": ["C", "C", "C", "N", "O", "O", "S", "H", "H", "H", "H", "H", "H", "H"], "positions_angstrom": [[0.287, -0.617, 0.144], [-2.187, 0.367, 0.014], [-0.667, 0.551, -0.072], [0.693, -1.375, -0.791], [3.295, -0.105, 1.283], [3.057, 0.610, -1.115], [2.425, 0.416, 0.187], [0.389, -0.800, 1.295], [-2.523, -0.260, -0.876], [-2.645, 1.366, -0.058], [-2.545, -0.198, 0.916], [-0.436, 1.223, 0.723], [-0.516, 0.948, -1.102], [1.373, -2.128, -0.549]], "de_lowest_kcal_mol": 68.4, "orbital_gap_ha": 0.346, "total_charge": 0}

***

{"formula": "C3H7NO2S", "method": "ωB97M-V with the def2-TZVPD basis set", "species": ["C", "C", "C", "N", "O", "O", "S", "H", "H", "H", "H", "H", "H", "H"], "positions_angstrom": [[-0.344, 1.983, -0.219], [1.344, -1.223, 0.256], [0.046, -1.229, -0.565], [0.056, 2.463, 0.819], [-1.286, -0.439, 1.512], [-2.426, -0.371, -0.652], [-1.270, -0.167, 0.133], [-0.802, 2.294, -1.165], [1.930, -0.333, -0.094], [0.985, -1.000, 1.325], [1.930, -2.179, 0.069], [-0.514, -2.168, -0.568], [0.248, -1.149, -1.724], [0.104, 3.518, 0.873]], "de_lowest_kcal_mol": 82.4, "orbital_gap_ha": [0.268, 0.335], "total_charge": 0, "multiplicity": 3}

***

{"formula": "C3H7NO2S2", "method": "ωB97M-V with the def2-TZVPD basis set", "species": ["C", "C", "C", "N", "O", "O", "S", "S", "H", "H", "H", "H", "H", "H", "H"], "positions_angstrom": [[-0.976, -1.403, 1.334], [0.525, -1.614, 1.664], [-1.040, -0.192, 1.918], [0.020, 2.071, -2.547], [0.135, 0.646, -0.362], [1.352, 0.058, -2.326], [0.615, -0.034, 2.486], [0.026, 0.456, -1.954], [1.072, 0.814, -0.225], [-1.659, -2.041, 0.781], [0.836, -2.534, 2.307], [1.155, -1.584, 0.766], [-1.916, 0.456, 1.972], [-0.773, 2.734, -2.439], [0.628, 2.167, -3.375]], "de_lowest_kcal_mol": 72.7, "orbital_gap_ha": 0.332, "total_charge": 0}

***

{"formula": "C3H7NO3", "method": "ωB97M-V with the def2-TZVPD basis set", "species": ["C", "C", "C", "O", "N", "O", "O", "H", "H", "H", "H", "H", "H", "H"], "positions_angstrom": [[1.788, 0.548, 0.128], [0.777, -0.470, -0.381], [-0.582, -0.396, 0.343], [-1.383, -1.445, -0.068], [-1.105, 0.942, 0.071], [-1.952, 1.040, -0.979], [-2.691, 0.825, 0.223], [1.975, 0.410, 1.192], [1.434, 1.565, -0.027], [2.732, 0.425, -0.398], [0.596, -0.344, -1.450], [1.132, -1.489, -0.222], [-0.415, -0.390, 1.434], [-2.307, -1.221, 0.135]], "de_lowest_kcal_mol": 177.7, "smiles": "CC[C@H](O)n1oo1", "orbital_gap_ha": 0.399, "total_charge": 0}

***

{"formula": "C3H7NO3", "method": "ωB97M-V with the def2-TZVPD basis set", "species": ["N", "C", "O", "O", "H", "H", "H", "O", "C", "C", "H", "H", "H", "H"], "positions_angstrom": [[0.847, -1.800, -2.291], [-0.088, -1.338, -1.344], [-1.336, -1.753, -1.624], [0.115, -0.624, -0.399], [1.793, -1.749, -1.933], [0.760, -1.190, -3.095], [-1.310, -2.235, -2.449], [0.292, 3.111, 2.026], [0.569, 1.966, 1.783], [-0.344, 0.861, 2.190], [1.502, 1.746, 1.235], [-0.597, 0.893, 3.252], [0.110, -0.103, 1.978], [-1.251, 1.011, 1.594]], "de_lowest_kcal_mol": 21.0, "orbital_gap_ha": [0.289, 0.155], "total_charge": 1, "multiplicity": 2}

***

{"formula": "C3H7NO3P", "method": "ωB97M-V with the def2-TZVPD basis set", "species": ["C", "C", "O", "C", "P", "N", "O", "O", "H", "H", "H", "H", "H", "H", "H"], "positions_angstrom": [[0.204, -0.361, -2.499], [-0.320, -0.285, -1.041], [0.260, -1.251, -0.154], [0.624, 0.132, 0.035], [-0.476, 1.032, 1.623], [-0.288, -0.252, 2.764], [0.403, 2.092, 2.036], [-1.916, 1.094, 1.312], [-0.490, -0.333, -3.294], [0.875, -1.202, -2.576], [0.847, 0.513, -2.549], [-1.346, -0.145, -1.028], [1.745, 0.331, -0.294], [0.566, -0.264, 3.347], [-0.689, -1.101, 2.317]], "de_lowest_kcal_mol": 43.1, "smiles": "C[C@H]1O[C@@H]1[P@@](N)(=O)[O-]", "orbital_gap_ha": 0.303, "total_charge": -1}

***

{"formula": "C3H7NO3S", "method": "ωB97M-V with the def2-TZVPD basis set", "species": ["C", "C", "C", "N", "O", "O", "O", "S", "H", "H", "H", "H", "H", "H", "H"], "positions_angstrom": [[1.956, -1.217, 0.433], [-0.875, 0.469, -0.334], [-1.581, 0.494, 0.990], [0.101, 1.453, -0.526], [0.667, -0.933, -1.957], [-1.615, 0.151, -1.463], [0.814, -1.538, 0.671], [-0.532, -1.132, -1.164], [2.500, -1.574, -0.450], [2.504, -0.519, 1.083], [-2.045, 1.467, 1.144], [-0.876, 0.309, 1.799], [-2.351, -0.272, 1.005], [0.538, 1.364, -1.438], [0.795, 1.478, 0.209]], "de_lowest_kcal_mol": 45.7, "orbital_gap_ha": 0.331, "total_charge": 0}

***

{"formula": "C3H7NO3S2", "method": "ωB97M-V with the def2-TZVPD basis set", "species": ["C", "C", "C", "N", "O", "O", "O", "S", "S", "H", "H", "H", "H", "H", "H", "H"], "positions_angstrom": [[2.465, -1.494, -0.039], [2.104, -0.194, 0.126], [0.931, 0.165, -0.583], [0.353, 1.322, -0.433], [-2.118, 0.734, -1.135], [-1.722, 0.941, 1.218], [-3.849, -0.176, 0.339], [-1.534, -1.658, 0.065], [-2.450, 0.031, 0.051], [3.112, -2.059, 0.597], [2.193, -2.120, -0.852], [2.448, 0.399, 0.826], [0.392, -0.563, -1.154], [-2.352, 1.155, 1.815], [0.692, 2.147, -0.005], [-0.665, 1.368, -0.835]], "de_lowest_kcal_mol": 25.8, "orbital_gap_ha": 0.246, "total_charge": 0}

***

{"formula": "C3H7NO4", "method": "ωB97M-V with the def2-TZVPD basis set", "species": ["O", "C", "N", "C", "C", "O", "O", "H", "H", "H", "H", "H", "O", "H", "H"], "positions_angstrom": [[1.018, 1.477, -1.257], [0.316, 1.709, -0.304], [-0.419, 0.801, 0.403], [-0.391, -0.612, 0.187], [-1.843, -1.206, 0.138], [-2.382, -1.809, -0.763], [-2.536, -0.886, 1.252], [0.258, 2.714, 0.180], [-0.929, 1.043, 1.256], [0.125, -0.816, -0.771], [0.237, -1.022, 1.001], [-3.504, -1.080, 1.113], [3.234, -0.297, -0.480], [2.819, 0.495, -0.890], [3.997, -0.509, -1.065]], "de_lowest_kcal_mol": 22.6, "smiles": "O=CNCC(=O)O.O", "orbital_gap_ha": 0.391, "total_charge": 0}

***

{"formula": "C3H7NO4S", "method": "ωB97M-V with the def2-TZVPD basis set", "species": ["C", "C", "C", "N", "O", "O", "O", "O", "S", "H", "H", "H", "H", "H", "H", "H"], "positions_angstrom": [[0.278, 0.026, -0.561], [1.354, 0.987, -0.412], [-0.111, -0.783, 0.611], [2.320, 1.057, -1.562], [-2.195, -1.834, 1.895], [-2.600, -0.651, -0.273], [0.065, 1.366, -0.602], [-0.431, 0.048, 1.714], [-1.902, -1.876, 0.498], [0.216, -0.370, -1.529], [1.785, 1.254, 0.544], [0.649, -1.608, 0.896], [-3.051, -0.083, 0.311], [2.609, 1.994, -1.536], [1.817, 1.075, -2.441], [-0.804, -0.602, 2.447]], "de_lowest_kcal_mol": 75.2, "orbital_gap_ha": 0.352, "total_charge": 0}

***

{"formula": "C3H7NORb", "method": "ωB97M-V with the def2-TZVPD basis set", "species": ["Rb", "C", "C", "O", "N", "C", "H", "H", "H", "H", "H", "H", "H"], "positions_angstrom": [[2.604, 3.510, 1.087], [0.905, -1.319, -0.086], [0.723, 0.114, 0.298], [1.681, 0.747, 0.766], [-0.507, 0.657, 0.181], [-1.697, 0.066, -0.424], [1.965, -1.549, -0.123], [0.472, -1.597, -1.046], [0.440, -1.964, 0.664], [-0.565, 1.628, 0.443], [-2.487, -0.073, 0.314], [-1.462, -0.906, -0.840], [-2.072, 0.687, -1.235]], "de_lowest_kcal_mol": 2.2, "orbital_gap_ha": 0.347, "total_charge": 1}

***

{"formula": "C3H7NOS", "method": "ωB97M-V with the def2-TZVPD basis set", "species": ["N", "C", "C", "O", "C", "S", "H", "H", "H", "H", "H", "H", "H"], "positions_angstrom": [[-1.405, -0.260, -0.532], [0.042, -0.026, -0.396], [0.824, -1.344, -0.579], [1.600, -1.486, -1.473], [0.513, 0.643, 0.885], [-0.355, 2.236, 1.158], [-1.799, -0.340, 0.398], [-1.491, -1.194, -0.911], [0.436, 0.558, -1.233], [0.561, -2.135, 0.149], [0.267, 0.027, 1.749], [1.565, 0.900, 0.868], [-0.758, 2.422, -0.084]], "de_lowest_kcal_mol": 32.2, "smiles": "N[C@H](C=O)CS", "orbital_gap_ha": 0.368, "total_charge": 0}